# 1
Entry from the Open Molecules 2025 dataset: the molecule C5H10O2 in a non-equilibrium geometry (wB97M-V/def2-TZVPD).

Geometry as ORCA input:
```
! wB97M-V def2-TZVPD RIJCOSX def2/J DEFGRID3
* xyz 0 1
O -2.86 0.33 1.36
C -2.43 -0.53 0.64
C -0.96 -0.93 0.61
C -0.22 -0.71 -0.68
C 0.30 0.75 -0.73
C 1.52 0.94 0.15
O 2.40 -0.19 0.09
H -3.01 -0.88 -0.24
H -0.44 -0.31 1.35
H -0.96 -1.98 0.93
H 0.68 -1.30 -0.86
H -0.82 -0.84 -1.57
H 0.67 1.19 -1.68
H -0.54 1.37 -0.42
H 2.12 1.84 -0.17
H 1.23 1.12 1.19
H 3.31 0.14 0.03
*
```

Results
energy above the lowest of the compared OMol25 structures with the same formula, charge and spin	47.1	kcal/mol
Kohn-Sham gap	10.58	eV
LUMO level	0.8	eV
E_HOMO	-0.3595	Eh
electronic energy	-346.95039	Ha



# 2
Entry from the Open Molecules 2025 dataset: a 2-piece molecular cluster, C2H5N3S overall in a non-equilibrium geometry (wB97M-V/def2-TZVPD).

Geometry as ORCA input:
```
! wB97M-V def2-TZVPD RIJCOSX def2/J DEFGRID3
* xyz 0 1
C -0.75 0.15 -0.22
C 1.59 0.04 -0.03
H -1.50 -1.34 1.45
H -2.73 -0.41 0.28
H 0.30 -1.49 -1.05
H 2.32 -0.71 -0.15
H 1.21 1.90 0.07
N -1.73 -0.74 0.03
N 0.40 -0.52 -0.37
N 2.00 1.26 0.16
S -1.11 1.84 -0.16
*
```

Results
energy above the lowest of the compared OMol25 structures with the same formula, charge and spin	102.4	kcal/mol
Kohn-Sham gap	7.39	eV
LUMO level	-1.3	eV
E_HOMO	-0.3204	Eh
electronic energy	-641.52081	Ha



# 3
Entry from the Open Molecules 2025 dataset: a 2-piece molecular cluster, C3H8NO overall (wB97M-V/def2-TZVPD).

Geometry as ORCA input:
```
! wB97M-V def2-TZVPD RIJCOSX def2/J DEFGRID3
* xyz 1 1
C -0.54 -1.70 -0.29
C 0.04 -1.05 -1.29
O 1.22 -0.39 -1.13
H -1.54 -2.08 -0.43
H -0.02 -1.92 0.64
H -0.39 -1.02 -2.29
H 1.65 -0.24 -1.98
C 0.27 1.90 0.95
N -0.42 0.91 1.33
H 0.49 2.71 1.63
H 0.63 1.90 -0.08
H -0.67 0.16 0.66
H -0.72 0.83 2.30
*
```

Results
energy above the lowest of the compared OMol25 structures with the same formula, charge and spin	25.5	kcal/mol
Kohn-Sham gap	8.35	eV
LUMO level	-5.2	eV
E_HOMO	-0.4992	Eh
electronic energy	-248.79520	Ha



# 4
Entry from the Open Molecules 2025 dataset: the molecule C4H7NO2 (wB97M-V/def2-TZVPD).

Geometry as ORCA input:
```
! wB97M-V def2-TZVPD RIJCOSX def2/J DEFGRID3
* xyz 0 1
O -2.39 0.90 -0.37
C -1.31 0.69 -0.87
C -0.17 0.11 -0.10
C 1.23 0.26 -0.67
O 2.17 -0.49 0.05
C -0.53 -1.07 0.74
N -0.26 0.22 1.35
H -1.12 0.91 -1.94
H 1.49 1.33 -0.66
H 1.25 -0.08 -1.71
H 2.10 -0.21 0.97
H 0.24 -1.82 0.91
H -1.56 -1.42 0.70
H -1.14 0.67 1.59
*
```

Results
energy above the lowest of the compared OMol25 structures with the same formula, charge and spin	51.0	kcal/mol
Kohn-Sham gap	10.76	eV
LUMO level	0.7	eV
E_HOMO	-0.3699	Eh
electronic energy	-361.79956	Ha



# 5
Entry from the Open Molecules 2025 dataset: C36H38FN7O3ReS2Si as an isolated structure in a non-equilibrium geometry (wB97M-V/def2-TZVPD).

Geometry as ORCA input:
```
! wB97M-V def2-TZVPD RIJCOSX def2/J DEFGRID3
* xyz 2 2
Re -0.48 -0.07 0.91
C -2.39 -4.44 2.57
Si -1.90 -3.13 1.32
C -0.45 -3.88 0.36
C -3.35 -2.74 0.17
N -1.28 -1.58 2.02
C -1.20 -1.37 3.38
C -2.06 -1.91 4.36
C -1.86 -1.66 5.70
C -0.81 -0.87 6.15
C 0.02 -0.26 5.22
C -0.22 -0.51 3.90
F 0.56 0.14 2.92
H -2.39 -5.40 2.06
H -3.40 -4.30 2.97
H -1.69 -4.51 3.41
H -0.58 -4.96 0.30
H 0.50 -3.69 0.86
H -0.38 -3.51 -0.66
H -3.64 -3.67 -0.33
H -3.11 -2.02 -0.60
H -4.23 -2.39 0.72
H -2.90 -2.50 4.04
H -2.54 -2.10 6.42
H -0.64 -0.71 7.20
H 0.82 0.40 5.52
O 0.40 -2.34 -4.03
C -0.80 -1.77 -4.13
C -1.51 -1.95 -5.32
C -2.75 -1.38 -5.49
C -3.33 -0.61 -4.48
C -2.65 -0.44 -3.29
C -1.39 -1.02 -3.09
C -0.75 -0.85 -1.80
O -1.44 -0.31 -0.82
N 0.48 -1.27 -1.59
N 0.88 -1.15 -0.28
C 2.09 -1.60 -0.07
S 3.05 -2.13 -1.42
C 4.53 -2.51 -0.41
C 4.06 -2.97 0.95
S 2.75 -1.82 1.51
H 0.79 -2.15 -3.16
H -1.04 -2.54 -6.10
H -3.28 -1.53 -6.42
H -4.29 -0.15 -4.63
H -3.08 0.15 -2.50
H 5.13 -1.60 -0.34
H 5.09 -3.28 -0.93
H 4.86 -2.95 1.69
H 3.62 -3.97 0.91
N -2.22 5.37 3.85
C -2.49 4.40 3.30
C -2.81 3.19 2.61
C -4.13 2.84 2.34
C -4.37 1.65 1.67
C -3.30 0.84 1.32
N -2.03 1.17 1.61
C -1.79 2.33 2.23
H -4.94 3.49 2.64
H -5.37 1.33 1.42
H -3.45 -0.09 0.80
H -0.76 2.59 2.42
C 4.49 2.89 -2.07
N 3.59 2.59 -0.97
N 2.25 2.39 -1.13
C 1.73 1.92 0.04
O 0.48 1.69 0.16
C 2.80 1.82 0.95
C 3.93 2.24 0.29
C 5.33 2.32 0.79
C 1.52 2.95 -2.23
C 1.73 4.27 -2.60
C 1.00 4.81 -3.64
C 0.05 4.04 -4.30
C -0.17 2.73 -3.91
C 0.56 2.17 -2.87
H 4.00 2.63 -3.00
H 5.40 2.30 -1.96
H 4.76 3.95 -2.09
H 2.72 1.51 1.97
H 5.33 2.10 1.86
H 5.74 3.31 0.63
H 5.98 1.60 0.29
H 2.45 4.88 -2.07
H 1.17 5.84 -3.93
H -0.51 4.46 -5.12
H -0.91 2.12 -4.41
H 0.40 1.15 -2.57
*
```

Results
energy above the lowest of the compared OMol25 structures with the same formula, charge and spin	30.7	kcal/mol
Kohn-Sham gap (spin up / spin down)	5.32 / 5.66	eV
LUMO level (spin up / spin down)	-7.5 / -7.2	eV
E_HOMO (spin up / spin down)	-0.4724 / -0.4734	Eh
electronic energy	-3267.22300	Ha



# 6
Entry from the Open Molecules 2025 dataset: a 6-piece molecular cluster, C14H33N12O7 overall (wB97M-V/def2-TZVPD).

Geometry as ORCA input:
```
! wB97M-V def2-TZVPD RIJCOSX def2/J DEFGRID3
* xyz 1 1
N -2.43 -2.87 -0.14
C -1.72 -3.37 -1.34
C -0.44 -4.09 -0.92
C 0.45 -3.28 0.00
C 1.31 -2.24 -0.64
C 1.35 -1.93 -1.99
C 2.21 -0.93 -2.44
C 2.26 -0.54 -3.89
O 2.97 -1.07 -4.68
O 1.39 0.42 -4.24
C 3.04 -0.25 -1.55
C 2.97 -0.58 -0.22
N 2.11 -1.54 0.19
H -2.90 -2.01 -0.37
H -3.18 -3.52 0.07
H -2.33 -4.09 -1.88
H -1.52 -2.56 -2.04
H -0.76 -4.96 -0.34
H 0.11 -4.50 -1.77
H -0.14 -2.83 0.81
H 1.14 -3.96 0.49
H 0.72 -2.47 -2.68
H 1.19 1.01 -3.51
H 3.72 0.51 -1.89
H 3.57 -0.09 0.53
H 2.06 -1.74 1.18
C -0.97 1.93 -0.12
O -1.88 2.72 -0.27
N 0.13 2.19 0.64
N -0.99 0.69 -0.71
H 0.87 1.54 0.78
H 0.18 3.10 1.08
H -1.78 0.45 -1.27
H -0.25 0.01 -0.61
C 0.48 5.00 3.69
O 1.54 4.73 3.13
N 0.33 4.94 5.04
N -0.63 5.37 2.99
H -0.54 5.15 5.50
H 1.11 4.67 5.60
H -0.55 5.44 1.99
H -1.51 5.59 3.42
C 0.75 2.95 8.49
O 0.65 3.74 7.56
N 1.42 3.25 9.64
N 0.20 1.70 8.44
H 1.51 2.62 10.41
H 1.83 4.16 9.70
H -0.30 1.45 7.61
H 0.26 1.04 9.19
C -3.99 2.80 -3.90
O -4.52 2.93 -4.99
N -2.95 1.92 -3.70
N -4.36 3.49 -2.79
H -2.50 1.81 -2.81
H -2.64 1.39 -4.49
H -5.12 4.14 -2.89
H -3.92 3.38 -1.90
C 1.39 -5.16 -4.66
O 1.43 -4.71 -3.51
N 0.75 -6.32 -4.95
N 1.97 -4.52 -5.71
H 0.70 -6.71 -5.88
H 0.32 -6.81 -4.19
H 2.46 -3.66 -5.53
H 1.95 -4.87 -6.65
*
```

Results
Kohn-Sham gap	6.81	eV
LUMO level	-4.5	eV
E_HOMO	-0.4161	Eh
electronic energy	-1737.01742	Ha



# 7
Entry from the Open Molecules 2025 dataset: C3H7NORb as an isolated structure in a non-equilibrium geometry (wB97M-V/def2-TZVPD).

Geometry as ORCA input:
```
! wB97M-V def2-TZVPD RIJCOSX def2/J DEFGRID3
* xyz 1 1
Rb 4.68 0.12 -13.06
C 8.02 -0.85 -14.88
C 7.46 -0.09 -16.11
O 6.72 -0.65 -16.95
N 7.73 1.21 -16.30
C 8.86 1.94 -15.87
H 9.01 -0.53 -14.54
H 8.10 -1.91 -15.14
H 7.32 -0.90 -14.05
H 7.22 1.60 -17.08
H 9.13 1.80 -14.82
H 8.55 2.97 -16.07
H 9.76 1.76 -16.47
*
```

Results
energy above the lowest of the compared OMol25 structures with the same formula, charge and spin	28.3	kcal/mol
Kohn-Sham gap	8.27	eV
LUMO level	-4.3	eV
E_HOMO	-0.4619	Eh
electronic energy	-272.38129	Ha



# 8
Entry from the Open Molecules 2025 dataset: a 9-piece molecular cluster, C5H28NO8S overall in a non-equilibrium geometry (wB97M-V/def2-TZVPD).

Geometry as ORCA input:
```
! wB97M-V def2-TZVPD RIJCOSX def2/J DEFGRID3
* xyz 0 2
C 2.13 -1.44 -0.22
N 1.62 -0.32 0.52
C 0.16 -0.35 0.61
C -0.31 1.10 0.37
S -2.15 1.40 0.56
C -0.14 -0.93 1.99
C 2.42 -2.84 0.44
H 1.40 -1.70 -1.19
H 3.28 -1.22 -0.61
H 2.01 0.09 1.36
H -0.24 -1.09 -0.18
H 0.27 1.71 1.20
H -0.01 1.56 -0.51
H 0.25 -1.91 2.02
H -1.24 -0.89 2.22
H 0.16 -0.41 2.96
H 1.66 -3.41 0.02
H 3.31 -3.16 -0.15
H 2.38 -3.05 1.48
H -3.79 -0.30 -1.65
H -2.56 -0.35 -0.69
O -3.08 -0.87 -1.45
H 1.32 1.52 -3.63
H 0.63 0.21 -3.39
O 1.59 0.62 -3.36
H -4.33 1.92 -1.03
H -3.19 1.65 -2.13
O -4.17 1.75 -1.94
H -2.06 -0.80 -2.80
H -2.67 -0.55 -4.02
O -1.82 -0.53 -3.64
H 2.65 3.24 -0.61
H 2.07 3.90 0.76
O 2.79 3.85 0.15
H -1.58 -2.72 -1.78
H -0.63 -3.89 -1.59
O -1.16 -3.28 -1.10
H -1.04 3.17 3.66
H -0.86 1.70 3.51
O -0.38 2.47 3.78
H 0.93 1.59 3.19
H 2.51 1.50 3.70
O 1.84 1.04 3.17
*
```

Results
Kohn-Sham gap (spin up / spin down)	8.08 / 4.99	eV
LUMO level (spin up / spin down)	-0.1 / -3.1	eV
E_HOMO (spin up / spin down)	-0.3002 / -0.2986	Eh
electronic energy	-1261.98923	Ha



# 9
Entry from the Open Molecules 2025 dataset: a 2-piece molecular cluster, C3H7Br3N overall in a non-equilibrium geometry (wB97M-V/def2-TZVPD).

Geometry as ORCA input:
```
! wB97M-V def2-TZVPD RIJCOSX def2/J DEFGRID3
* xyz 1 1
C 0.37 -0.40 2.03
C -0.19 -0.35 0.56
C 0.47 0.62 -0.46
N 0.85 0.15 -1.62
Br -0.41 -2.12 -0.39
Br 0.12 2.45 -0.24
Br 3.55 -0.34 0.40
H -0.35 0.03 2.70
H 0.93 -1.30 2.40
H 1.21 0.35 2.10
H -1.24 -0.05 0.78
H 2.39 0.31 1.29
H 0.88 -0.82 -1.92
H 1.49 0.55 -2.33
*
```

Results
energy above the lowest of the compared OMol25 structures with the same formula, charge and spin	44.4	kcal/mol
Kohn-Sham gap	8.66	eV
LUMO level	-5.8	eV
E_HOMO	-0.5320	Eh
electronic energy	-7894.97587	Ha



# 10
Entry from the Open Molecules 2025 dataset: a 11-piece molecular cluster, C3H30NO11S2 overall in a non-equilibrium geometry (wB97M-V/def2-TZVPD).

Geometry as ORCA input:
```
! wB97M-V def2-TZVPD RIJCOSX def2/J DEFGRID3
* xyz 1 1
N -0.41 1.41 0.40
C 0.66 1.73 -0.65
C 0.12 1.50 -2.05
O -1.30 1.64 -2.19
C 1.89 0.87 -0.45
S 3.39 1.97 -0.19
S 3.61 2.71 1.52
H -1.40 1.59 0.07
H -0.23 2.00 1.22
H -0.35 0.43 0.76
H 0.82 2.79 -0.42
H 0.07 0.41 -2.22
H 0.73 1.86 -2.88
H -1.58 2.56 -2.21
H 1.96 0.19 0.42
H 2.06 0.01 -1.13
H 3.04 3.92 1.43
H -1.08 2.65 3.54
H 0.12 1.68 3.31
O -0.26 2.53 3.06
H -1.37 -3.12 -1.39
H -0.24 -3.01 -0.33
O -0.55 -2.61 -1.16
H 4.69 -3.02 0.23
H 3.50 -2.61 -0.65
O 3.72 -3.03 0.20
H -3.12 0.17 0.98
H -2.09 -0.32 2.03
O -2.76 0.34 1.85
H -2.55 -0.18 -1.84
H -1.77 -1.32 -1.24
O -2.67 -0.93 -1.23
H -3.37 -4.39 -0.62
H -3.30 -2.91 -1.24
O -3.03 -3.83 -1.33
H 2.09 -1.96 -2.96
H 0.78 -2.03 -2.00
O 1.71 -1.74 -2.11
H 1.74 -1.61 0.40
H 2.66 -2.01 1.58
O 1.87 -1.49 1.35
H -3.22 2.55 0.18
H -2.32 3.74 0.47
O -2.44 3.02 -0.15
H 0.74 -0.77 2.01
H -0.41 -0.95 3.18
O -0.11 -0.43 2.43
*
```

Results
energy above the lowest of the compared OMol25 structures with the same formula, charge and spin	6.4	kcal/mol
Kohn-Sham gap	9.25	eV
LUMO level	-2.6	eV
E_HOMO	-0.4346	Eh
electronic energy	-1810.83056	Ha



# 11
Entry from the Open Molecules 2025 dataset: the molecule C2H3N5O in a non-equilibrium geometry (wB97M-V/def2-TZVPD).

Geometry as ORCA input:
```
! wB97M-V def2-TZVPD RIJCOSX def2/J DEFGRID3
* xyz 0 1
H -2.57 -2.52 -0.21
N -2.08 -1.65 0.06
C -0.88 -1.79 -0.51
N -0.18 -0.62 -0.59
N 1.20 -0.25 -0.94
N 1.65 0.77 -0.40
C 0.46 1.30 0.51
O 0.79 2.21 1.24
N -0.56 0.35 0.42
H -0.39 -2.74 -0.96
H -1.06 0.30 1.33
*
```

Results
energy above the lowest of the compared OMol25 structures with the same formula, charge and spin	98.0	kcal/mol
Kohn-Sham gap	9.51	eV
LUMO level	-0.3	eV
E_HOMO	-0.3592	Eh
electronic energy	-426.90142	Ha



# 12
Entry from the Open Molecules 2025 dataset: a 2-piece molecular cluster, C32H30NO4 overall in a non-equilibrium geometry (wB97M-V/def2-TZVPD).

Geometry as ORCA input:
```
! wB97M-V def2-TZVPD RIJCOSX def2/J DEFGRID3
* xyz 1 1
O 0.91 2.07 0.44
C 0.01 2.89 0.33
O -0.62 3.49 1.37
C -0.05 3.08 2.66
C -0.74 3.84 3.75
C -1.91 3.33 4.33
C -2.54 4.02 5.37
C -2.01 5.23 5.83
C -0.83 5.73 5.26
C -0.20 5.04 4.23
N -0.50 3.36 -0.88
C -0.13 2.81 -2.11
C -1.06 2.14 -2.87
C 1.25 3.06 -2.55
C 1.71 2.67 -3.83
C 2.99 3.02 -4.28
C 3.85 3.75 -3.45
C 3.42 4.13 -2.17
C 2.14 3.78 -1.74
H -0.20 2.00 2.76
H 1.02 3.30 2.64
H -2.28 2.37 3.98
H -3.45 3.61 5.81
H -2.51 5.78 6.63
H -0.40 6.67 5.62
H 0.73 5.40 3.79
H -1.45 3.73 -0.78
H -0.77 1.77 -3.85
H -2.07 1.99 -2.51
H 1.04 2.11 -4.49
H 3.31 2.72 -5.28
H 4.85 4.03 -3.80
H 4.07 4.69 -1.50
H 1.83 4.10 -0.74
C 5.24 -3.97 1.84
O 4.42 -2.79 2.07
C 3.15 -2.79 1.61
C 2.48 -1.54 1.54
C 1.25 -1.45 0.97
C 0.58 -2.60 0.43
C -0.67 -2.42 -0.20
C -1.36 -3.32 -1.06
C -2.74 -3.06 -1.32
C -3.48 -3.92 -2.10
C -2.86 -5.07 -2.66
O -3.71 -5.87 -3.37
C -5.06 -5.25 -3.26
C -4.91 -3.92 -2.52
C -1.49 -5.33 -2.48
C -0.76 -4.45 -1.72
C 1.23 -3.87 0.60
C 2.48 -3.96 1.16
H 6.21 -3.67 2.23
H 4.85 -4.84 2.39
H 5.31 -4.21 0.77
H 3.00 -0.66 1.93
H 0.75 -0.48 0.90
H -1.19 -1.49 0.02
H -3.23 -2.18 -0.90
H -5.44 -5.13 -4.28
H -5.70 -5.95 -2.72
H -5.60 -3.88 -1.66
H -5.15 -3.09 -3.19
H -1.06 -6.22 -2.94
H 0.32 -4.60 -1.61
H 0.73 -4.79 0.30
H 2.99 -4.93 1.24
*
```

Results
Kohn-Sham gap	5.35	eV
LUMO level	-4.9	eV
E_HOMO	-0.3781	Eh
electronic energy	-1592.85765	Ha



The lowest electronic energy belongs to which entry?
C3H7Br3N